Below is a molecular structure, C27H40N2OPbS4Si, with properties calculated with ωB97M-V/def2-TZVPD.

Properties
Charge: 0

Atoms and positions in Å:
Pb1 -2.19282 -0.15978 0.11943
C1 -4.20653 0.20712 1.89100
C2 -3.11517 -0.47648 2.49650
C3 -2.10229 0.48102 2.74474
C4 -2.59573 1.74819 2.35511
C5 -3.88050 1.58172 1.84109
H1 -5.17532 -0.22514 1.68337
H2 -3.11904 -1.50477 2.82585
H3 -1.18658 0.30081 3.28978
H4 -2.06465 2.68412 2.45095
H5 -4.52194 2.36716 1.46668
C6 -1.62208 1.98846 -3.62844
C7 -1.51583 0.56868 -4.16698
S1 -1.27967 -0.71189 -2.87419
C8 -2.52894 -1.92274 -3.40703
C9 -3.98827 -1.48872 -3.35446
S2 -4.53114 -0.82050 -1.73678
C10 -5.23344 0.80127 -2.21133
C11 -4.40851 1.74767 -3.07446
S3 -2.84348 2.29332 -2.31243
H6 -1.82360 2.68106 -4.44690
H7 -0.68462 2.27446 -3.14965
H8 -0.65190 0.51873 -4.83066
H9 -2.39710 0.29163 -4.74409
H10 -2.36020 -2.75270 -2.72461
H11 -2.27789 -2.23546 -4.42246
H12 -4.60835 -2.36623 -3.54103
H13 -4.22475 -0.74024 -4.10898
H14 -5.45763 1.26044 -1.24689
H15 -6.17414 0.59111 -2.72228
H16 -5.00902 2.64220 -3.24469
H17 -4.17602 1.31409 -4.04565
C12 4.63863 5.35716 2.01455
C13 3.50252 4.37309 2.27704
C14 3.29808 3.45115 1.08635
N1 2.08776 2.63753 1.25307
C15 1.83263 1.56397 0.45905
S4 0.43080 1.46903 -0.43249
N2 2.74107 0.53964 0.37514
C16 3.92139 0.21089 1.05498
O1 4.70503 -0.53212 0.51269
C17 4.12943 0.69813 2.44648
C18 3.10043 0.69208 3.38171
C19 3.35999 1.05545 4.69389
C20 4.63718 1.44490 5.06986
C21 5.66817 1.44638 4.13824
C22 5.41822 1.05523 2.83411
H18 4.77357 6.02692 2.86307
H19 4.42901 5.96317 1.13144
H20 5.57848 4.82760 1.84783
H21 2.57620 4.92231 2.46843
H22 3.72242 3.76983 3.15992
H23 4.15961 2.79968 0.97223
H24 3.21049 4.04590 0.16779
H25 1.26030 3.21049 1.33307
H26 2.55790 -0.08290 -0.40097
H27 2.10576 0.38070 3.08953
H28 2.56499 1.03013 5.42756
H29 4.83480 1.73791 6.09291
H30 6.66714 1.73763 4.43487
H31 6.21512 1.02280 2.10176
C23 -1.94593 -5.97486 -1.94428
Si1 -0.49369 -5.06430 -1.14185
C24 0.84524 -4.81920 -2.45253
C25 0.21998 -6.16193 0.21466
C26 -1.07927 -3.43971 -0.51871
C27 -1.47082 -2.33653 -0.16668
H32 -1.67426 -7.01213 -2.15231
H33 -2.24204 -5.51218 -2.88852
H34 -2.81856 -5.98177 -1.28832
H35 1.21785 -5.78361 -2.80518
H36 1.69165 -4.26170 -2.04648
H37 0.46853 -4.26708 -3.31617
H38 0.51179 -7.13075 -0.19591
H39 -0.50494 -6.33870 1.01140
H40 1.10451 -5.70883 0.66626

Forces on atoms 1 to 3 (eV/Å):
Pb 0.102 0.584 -0.101
C -0.115 0.014 0.474
C -0.253 0.080 0.187

Below is a gas-phase ion, C4H10NSi (charge +1), with properties calculated with ωB97M-V/def2-TZVPD.

Properties
Charge: +1

Atoms and positions in Å:
C1 -1.12259 1.50458 -0.41270
C2 -0.96599 0.40264 0.64272
Si1 -2.12371 -1.13161 0.19918
C3 0.60744 -0.12255 0.48512
C4 1.72900 -0.36955 0.19971
N1 3.09965 -0.51182 -0.08096
H1 -0.69030 2.44451 -0.27296
H2 -2.15497 1.69884 -0.43207
H3 -0.89077 1.11926 -1.41117
H4 -0.95639 0.67373 1.69893
H5 -1.53625 -1.21326 -1.11564
H6 -3.54661 -0.53814 0.31190
H7 -1.67931 -2.27941 1.06176
H8 3.72065 0.25715 0.31369
H9 3.26335 -0.36646 -1.11448
H10 3.24680 -1.56791 -0.07302

Forces on atoms 1 to 3 (eV/Å):
C -0.527 -1.832 -0.185
C 3.636 -1.738 -0.182
Si 0.464 1.554 1.082

Below is a single C4H7NO molecule, with properties calculated with ωB97M-V/def2-TZVPD.

Properties
Charge: 0

Atoms and positions in Å:
C1 -0.33487 -1.36807 -0.47041
C2 0.57050 -0.23175 0.01493
C3 1.03968 -0.48997 1.38171
N1 1.25305 -0.58864 2.51352
C4 -0.17510 1.10415 0.09292
O1 -0.50279 1.47756 -1.22406
H1 0.22433 -2.29918 -0.59845
H2 -1.13065 -1.54310 0.26134
H3 -0.78658 -1.08628 -1.42439
H4 1.42103 -0.10448 -0.66610
H5 0.46546 1.85007 0.58608
H6 -1.06901 0.96269 0.72087
H7 -0.97505 2.31698 -1.18797

Forces on atoms 1 to 3 (eV/Å):
C -0.066 -0.040 -0.025
C -0.002 0.019 0.016
C 0.086 -0.010 0.971

Across the entries above, energy above the lowest of the compared OMol25 structures with the same formula, charge and spin takes the values 84.8, 422.6, 103.3 kJ/mol, respectively.
Across the entries above, highest occupied orbital energy takes the values -7.5081, -13.9610, -11.0192 eV, respectively.
Across the entries above, molar mass takes the values 772.18, 100.22, 85.11 g mol⁻¹, respectively.